one) ORCA calculation (ωB97M-V/def2-TZVPD) on the ion C6H12N with charge +1.

Geometry (Å):
H1 1.66223 1.35261 0.57096
H2 -2.19050 1.56667 -1.56510
H3 -0.50349 -1.33588 -0.69285
C1 -1.11444 -1.05597 1.21182
H4 0.72471 0.77942 -2.90385
N1 -0.17730 -0.78100 0.01943
H5 1.12551 -2.26224 0.48031
H6 -0.00596 1.48420 1.29887
C2 -0.03717 0.79942 -2.09614
C3 0.55565 1.55762 0.43423
H7 -1.43406 -2.12747 1.03886
H8 0.50484 2.57263 0.21016
H9 -1.85565 -0.34764 1.30840
C4 1.18408 -1.23433 0.23244
C5 -0.13050 0.67571 -0.62541
C6 -1.18122 1.16806 -1.62573
H10 1.89123 -1.01437 -0.65733
H11 1.68123 -0.82303 1.15453
H12 -0.69919 -0.97441 2.20638

Output
E_HOMO	-14.9	eV
structure (SMILES)	C[NH+](C)C1(C)C=C1
orbital gap	12.1	eV
charge	+1

***

two) ORCA calculation (ωB97M-V/def2-TZVPD) on the ion C6H12N with charge +1.

Geometry (Å):
H1 -0.48096 -2.14077 -0.47342
H2 -2.64241 2.64122 -0.43223
H3 -1.03623 -0.56929 1.54991
H4 0.96465 -2.36885 0.48924
C1 1.92923 0.30944 -0.01538
H5 0.57792 -0.54109 2.24206
N1 -1.52578 0.99987 -0.77071
C2 -0.05802 -0.10282 1.47960
H6 -0.04001 0.43275 -1.96938
C3 -0.44355 0.46252 -0.96251
H7 2.57488 -0.17342 0.71657
H8 1.11403 -1.95606 -1.21706
H9 -3.54161 1.03030 -0.71604
H10 2.36909 0.16362 -0.99661
H11 -0.15723 0.95681 1.70467
C4 0.53204 -1.77881 -0.31718
C5 0.55508 -0.31622 0.09688
H12 1.91804 1.37435 0.21457
C6 -2.60916 1.57646 -0.62299

Output
E_HOMO	-15.7	eV
structure (SMILES)	C=[N+]=CC(C)(C)C
orbital gap	11.0	eV
charge	+1

***

Question: which arrangement is favored energetically? Ranking from most to least stable: two), one).

***

one) ORCA calculation (ωB97M-V/def2-TZVPD) on the ion C6H12N with charge +1.

Geometry (Å):
H1 1.90123 -2.16749 -0.26661
H2 -2.06508 1.44507 0.35420
C1 -0.16716 -1.02468 0.09371
H3 2.25188 2.12921 0.12263
H4 0.44826 -1.06409 2.14758
N1 0.35409 -0.37814 1.34361
H5 -1.61282 -1.20407 -1.13403
C2 -1.26200 -0.29245 -0.63024
H6 -3.13536 0.06585 -0.17224
C3 1.67470 -0.05359 0.44892
H7 -1.04557 0.51589 -1.44469
C4 1.19902 -1.30864 -0.46533
H8 1.44812 -1.05499 -1.52765
H9 -2.23306 -0.25435 1.21837
C5 1.71104 1.19733 -0.26821
H10 0.70582 1.51445 -0.61433
H11 -0.21373 0.41663 1.72433
C6 -2.26603 0.39679 0.29984
H12 2.30663 1.12126 -1.22986

Output
E_HOMO (alpha / beta)	-13.4 / -13.9	eV
orbital gap (alpha / beta)	8.3 / 9.0	eV
charge	+1

***

two) ORCA calculation (ωB97M-V/def2-TZVPD) on the ion C6H12N with charge +1.

Geometry (Å):
C1 -0.20688 -1.34620 -0.80982
N1 -2.16459 -0.34748 0.02800
H1 -4.02564 -1.07048 -0.06708
H2 2.59172 0.06252 1.32061
C2 1.28387 1.21155 -0.15757
H3 0.28196 0.52472 1.66286
H4 3.25056 0.18875 -0.30695
C3 0.06522 0.71465 0.61598
C4 -0.71929 -0.36263 -0.07044
H5 -0.81789 -1.91578 -1.49804
C5 2.60184 0.67749 0.41740
H6 -2.53221 0.59904 0.06185
H7 -0.65795 1.54487 0.57514
C6 -2.96698 -1.30573 -0.11633
H8 0.85559 -1.51352 -0.82382
H9 3.28352 1.44405 0.74711
H10 1.32002 0.95877 -1.21753
H11 1.31149 2.29662 -0.14715
H12 -2.75435 -2.36121 -0.21423

Output
E_HOMO	-14.4	eV
structure (SMILES)	C=[NH+]C(=C)CCC
orbital gap	9.0	eV
charge	+1

***

three) ORCA calculation (ωB97M-V/def2-TZVPD) on a cluster of 2 separate species, C6H12N in total.

Geometry (Å):
H1 2.73510 0.69532 0.08782
H2 0.30355 1.36642 -1.73258
H3 -3.62293 -1.74486 1.06448
N1 -0.42570 -0.67964 0.67746
H4 1.39042 -0.64384 -2.40289
H5 0.20545 -1.10276 -0.04324
C1 0.47491 2.33832 0.10652
C2 -2.63587 -1.46652 1.39555
H6 0.93171 2.39602 1.08581
C3 2.04986 0.51268 -0.74212
H7 -2.34739 -1.66793 2.42077
H8 -0.26205 0.32025 0.51231
H9 2.64874 -1.48918 -1.38588
C4 -1.83783 -1.00519 0.44563
C5 2.05474 -0.59997 -1.53916
H10 -2.11990 -0.83932 -0.58957
C6 0.92626 1.47174 -0.83159
H11 -0.32196 3.03319 -0.14276
H12 -0.14712 -0.89471 1.61343

Output
E_HOMO	-13.2	eV
orbital gap	9.6	eV
charge	+1

***

four) ORCA calculation (ωB97M-V/def2-TZVPD) on the ion C6H12N with charge +1.

Geometry (Å):
H1 0.67657 0.58225 -2.25987
H2 0.81588 1.97350 -0.98127
H3 0.87360 -2.05478 -0.07411
H4 -1.97241 -1.81738 -0.30208
H5 0.66861 -0.35534 1.97273
C1 -1.94528 1.25042 0.20307
C2 0.49930 0.08452 -0.19132
H6 1.28512 1.25515 1.46175
H7 0.03950 -1.56934 -1.46741
C3 -1.06497 0.26183 0.10285
H8 2.14650 0.68113 -1.36124
C4 0.99602 0.86893 -1.27174
C5 -1.12501 -1.23220 0.09310
H9 -1.68208 2.27757 0.44977
H10 -0.98023 -1.48362 1.16082
H11 -2.93751 0.98415 0.59103
C6 1.30980 0.15559 1.21693
N1 0.14269 -1.44656 -0.52272
H12 2.25390 -0.41584 1.17973

Output
E_HOMO	-14.2	eV
structure (SMILES)	C=C1C[NH2+]C1(C)C
orbital gap	10.9	eV
charge	+1

***

Question: which arrangement is favored energetically? Ranking from most to least stable: two), three), four), one).

***

one) ORCA calculation (ωB97M-V/def2-TZVPD) on a cluster of 2 separate species, C4H12 in total.

Geometry (Å):
H1 -1.90328 -0.62476 2.59348
C1 -0.91149 -0.86484 2.19279
H2 -0.03445 -1.30525 2.76310
H3 0.10291 1.01217 2.58056
C2 0.18030 -0.42416 -1.85391
H4 1.46850 1.02186 -0.92728
H5 -1.14132 -1.59314 1.46792
H6 -0.41524 -0.46079 -0.87229
H7 -0.58600 -0.17609 -2.73294
H8 0.23317 0.53851 0.70198
H9 0.65038 -1.41433 -2.07767
C3 -0.49994 0.55127 1.68493
H10 0.93125 1.61403 -2.55106
C4 1.17505 0.68950 -1.92444
H11 1.99487 0.25133 -2.31917
H12 -1.24471 1.18469 1.27399

Output
E_HOMO (alpha / beta)	1.6 / -7.1	eV
expectation value of S²	0.750
spin multiplicity	2
orbital gap (alpha / beta)	2.8 / 11.6	eV
charge	-1

***

two) ORCA calculation (ωB97M-V/def2-TZVPD) on a cluster of 2 separate species, C4H12 in total.

Geometry (Å):
H1 -0.23075 -1.34379 -1.28787
H2 1.50196 0.36761 2.72983
H3 0.14197 -0.71575 2.11412
H4 -1.56666 -1.51931 -1.99488
C1 1.67266 0.00099 0.71445
C2 0.74857 0.19971 1.84027
H5 -1.33971 0.07125 0.10789
H6 -1.21605 1.46920 -0.64045
H7 1.97452 -1.01501 0.47976
H8 1.28777 0.47062 -0.10458
H9 2.57257 0.56871 0.70683
H10 0.20822 1.13306 1.70451
H11 -0.60256 -0.28066 -2.69989
C3 -0.90119 -0.59810 -1.77985
H12 -2.66342 0.66074 -1.03675
C4 -1.58791 0.53072 -0.85336

Output
E_HOMO (alpha / beta)	1.5 / -7.1	eV
expectation value of S²	0.750
spin multiplicity	2
orbital gap (alpha / beta)	2.8 / 11.5	eV
charge	-1

***

three) ORCA calculation (ωB97M-V/def2-TZVPD) on a cluster of 2 separate species, C4H12 in total.

Geometry (Å):
H1 -3.44795 -1.30019 0.37042
H2 -1.77071 -1.29169 2.22098
C1 -2.57074 -0.65007 0.27231
H3 -1.91464 -1.18222 -0.42737
H4 2.82197 0.39074 0.46759
C2 1.65905 0.18258 -1.36298
C3 2.75886 0.85973 -0.51770
C4 -1.85261 -0.40872 1.58688
H5 2.60359 1.92030 -0.34861
H6 1.84127 0.45791 -2.40693
H7 -2.44445 0.29188 2.20291
H8 1.74520 -0.89503 -1.24946
H9 -0.89645 0.09801 1.49453
H10 -2.91274 0.26144 -0.18428
H11 0.66329 0.53092 -1.08793
H12 3.71707 0.73443 -1.03037

Output
E_HOMO (alpha / beta)	1.6 / -8.0	eV
expectation value of S²	0.750
spin multiplicity	2
orbital gap (alpha / beta)	2.8 / 12.5	eV
charge	-1

***

Question: which arrangement is favored energetically? Ranking from most to least stable: three), one), two).

***

one) ORCA calculation (ωB97M-V/def2-TZVPD) on a cluster of 2 separate species, C4H12 in total.

Geometry (Å):
H1 2.22831 -2.79714 -0.83916
H2 -2.90319 2.67863 0.50338
C1 -1.57128 1.17642 -0.43980
H3 3.10828 -1.30332 -0.30569
C2 2.15234 -1.81467 -0.36286
H4 -2.51950 3.01068 -1.14093
C3 1.57410 -1.95541 1.04468
H5 0.63345 -2.51784 1.06825
H6 1.36695 -0.96872 1.46737
H7 1.41621 -1.30222 -0.99013
H8 -2.37614 0.45452 -0.26660
C4 -2.08336 2.60542 -0.20819
H9 -1.24018 3.26786 -0.00502
H10 -1.29723 0.97082 -1.47915
H11 -0.74748 0.95555 0.22663
H12 2.25872 -2.46059 1.72722

Output
E_HOMO (alpha / beta)	1.5 / -8.0	eV
expectation value of S²	0.750
spin multiplicity	2
orbital gap (alpha / beta)	2.7 / 12.4	eV
charge	-1

***

two) ORCA calculation (ωB97M-V/def2-TZVPD) on a cluster of 2 separate species, C4H12 in total.

Geometry (Å):
C1 1.45807 -0.16636 -1.12354
H1 1.89769 0.18733 1.02790
H2 -1.21359 -0.44495 -0.73962
H3 -2.48286 -1.22247 0.03823
H4 2.02520 -0.48681 -2.00384
H5 -2.69450 0.43728 -0.76552
H6 -0.72180 0.73141 1.34831
H7 0.61328 -0.85296 -1.06413
H8 3.19098 0.68078 -0.17541
C2 2.40305 -0.02320 0.07883
H9 2.81796 -1.00736 0.30223
H10 -1.99742 -0.15204 2.06876
C3 -1.76203 0.44574 1.17898
H11 -2.40048 1.30167 1.45539
C4 -2.09298 -0.23008 -0.15201
H12 0.91088 0.76368 -1.29469

Output
E_HOMO (alpha / beta)	1.6 / -7.7	eV
expectation value of S²	0.750
spin multiplicity	2
orbital gap (alpha / beta)	2.8 / 12.1	eV
charge	-1

***

Question: which arrangement is favored energetically? Ranking from most to least stable: one), two).